Entry 1:
{"formula": "BaH38O19", "method": "the ωB97M-V functional and the def2-TZVPD basis", "total_charge": 2, "e_homo_ev": -15.3, "homo_lumo_gap_ev": 10.24, "elements": ["Ba", "O", "H", "H", "O", "H", "H", "O", "H", "H", "O", "H", "H", "O", "H", "H", "O", "H", "H", "O", "H", "H", "O", "H", "H", "O", "H", "H", "O", "H", "H", "O", "H", "H", "O", "H", "H", "O", "H", "H", "O", "H", "H", "O", "H", "H", "O", "H", "H", "O", "H", "H", "O", "H", "H", "O", "H", "H"], "coordinates": [[-0.1423, 0.4099, -0.1195], [2.6924, -1.6051, -3.5086], [3.5059, -2.1087, -3.4814], [2.1775, -2.0182, -4.2018], [1.3391, 4.5965, 2.0289], [1.8530, 3.9893, 2.5614], [1.9547, 4.9182, 1.3703], [4.3373, -0.3862, -0.4933], [4.9044, -0.9435, 0.0397], [4.8857, -0.1231, -1.2325], [-2.8301, 3.9788, -0.4222], [-2.8746, 3.6537, -1.3214], [-2.6089, 3.2083, 0.1010], [0.8366, -3.5580, 2.5675], [0.4826, -4.3881, 2.8867], [1.4037, -3.2511, 3.2749], [1.9664, 0.1529, 2.1970], [2.7470, 0.7036, 2.1368], [1.8961, -0.0628, 3.1270], [-4.2476, 1.2858, 2.3844], [-4.7547, 0.4808, 2.4896], [-4.6467, 1.9028, 2.9978], [-3.6273, -2.6588, 1.4218], [-3.2790, -3.5278, 1.6214], [-3.8018, -2.6806, 0.4809], [-2.7969, 1.2542, 0.0582], [-3.3352, 1.2317, 0.8494], [-3.4018, 1.0331, -0.6499], [2.5315, 1.3944, -0.3235], [2.8342, 2.1510, 0.1788], [3.2405, 0.7560, -0.2466], [-1.5600, -1.0691, -2.0246], [-2.4008, -1.5265, -2.0262], [-1.3833, -0.8883, -2.9478], [1.9124, 3.5264, -3.2116], [2.8078, 3.2028, -3.1124], [1.9867, 4.2512, -3.8325], [-0.1801, 3.0545, 0.1878], [-0.4446, 3.7259, -0.4411], [0.2295, 3.5427, 0.9020], [-3.6720, -2.7827, -1.4487], [-4.5842, -2.9586, -1.6792], [-3.2135, -3.6002, -1.6430], [2.3514, -4.6549, 0.4147], [2.3597, -4.7202, 1.3696], [1.8270, -3.8752, 0.2320], [1.7320, -1.3766, -0.8671], [1.7788, -1.5266, -1.8113], [2.6439, -1.2728, -0.5951], [0.3124, 1.1982, -2.7879], [0.8710, 1.9709, -2.8729], [0.2911, 0.8196, -3.6668], [-0.9855, -1.8626, 1.2428], [-1.8393, -2.2524, 1.4303], [-0.3543, -2.4704, 1.6280], [-1.1075, 0.7934, 2.6277], [-0.6173, 0.4734, 3.3850], [-2.0030, 0.4891, 2.7754]]}



Entry 2:
{"formula": "BeH6O7S", "method": "the ωB97M-V functional and the def2-TZVPD basis", "e_homo_ev": -6.7, "homo_lumo_gap_ev": 4.95, "elements": ["Be", "S", "O", "O", "O", "O", "O", "H", "H", "O", "H", "H", "O", "H", "H"], "coordinates": [[-0.0683, 0.5940, 0.1714], [0.0107, -2.3690, 0.3604], [-0.9763, -2.9160, -0.5166], [-0.2513, -2.8260, 1.7494], [1.3067, -2.7600, -0.1056], [-0.0773, -0.9060, 0.2894], [-1.5483, 1.2140, -0.0916], [-2.3353, 0.6150, 0.1644], [-2.0423, 1.9740, -0.3336], [0.7707, 0.9960, -1.4146], [0.5297, 1.7400, -2.0126], [1.0017, 0.1860, -1.9416], [0.8647, 1.3950, 1.1944], [1.5147, 0.9060, 1.6844], [1.2997, 2.1570, 0.8024]]}



Entry 3:
{"formula": "Br2ClHNP", "method": "the ωB97M-V functional and the def2-TZVPD basis", "e_homo_ev": [-10.6, -9.0], "homo_lumo_gap_ev": [8.47, 5.40], "elements": ["N", "P", "Cl", "Br", "Br", "H"], "coordinates": [[0.5549, 0.2237, 0.8062], [-0.0440, -0.6465, -0.3633], [0.3808, -0.1457, -2.2494], [-1.9630, 2.1479, 1.7611], [0.5903, -2.7415, -0.3991], [0.4811, 1.1622, 0.4444]]}



Entry 4:
{"formula": "Br2H2NP", "method": "the ωB97M-V functional and the def2-TZVPD basis", "e_homo_ev": [-5.8, -10.2], "homo_lumo_gap_ev": [5.92, 6.56], "spin_multiplicity": 3, "elements": ["N", "P", "Br", "Br", "H", "H"], "coordinates": [[-1.0607, -0.1519, -0.0672], [0.3798, 0.0004, -0.9278], [1.4647, -1.6760, 0.0787], [1.5024, 1.6891, 0.0858], [-1.5148, 0.6680, 0.0249], [-0.7714, -0.5298, 0.8056]]}



Entry 5:
{"formula": "Br2H4P2Si", "method": "the ωB97M-V functional and the def2-TZVPD basis", "smiles": "P[PH2]=[Si](Br)Br", "e_homo_ev": -8.5, "homo_lumo_gap_ev": 7.75, "elements": ["P", "P", "Si", "Br", "Br", "H", "H", "H", "H"], "coordinates": [[-1.2420, -1.8701, -0.2082], [-0.3560, 0.1109, -0.5669], [1.0551, 2.0588, -0.0019], [0.7259, 1.7788, 2.3006], [3.1222, 1.0101, -0.2183], [-0.1024, -2.3177, 0.4421], [-1.6379, -1.2917, 1.0051], [-1.6132, 0.4397, -0.9279], [0.0483, 0.0812, -1.8244]]}



Entry 6:
{"formula": "Br2H4Si2", "method": "the ωB97M-V functional and the def2-TZVPD basis", "smiles": "Br[SiH2][SiH2]Br", "e_homo_ev": -10.1, "homo_lumo_gap_ev": 10.11, "elements": ["Br", "Si", "Si", "Br", "H", "H", "H", "H"], "coordinates": [[0.1889, -2.5882, 0.9589], [-0.8450, -0.5741, 0.6146], [0.7270, 0.7093, -0.4278], [-0.1452, 2.0823, -1.9404], [-1.2162, -0.1788, 2.0060], [-1.8813, -0.4952, -0.4294], [1.7786, 1.3775, 0.3557], [1.3933, -0.3328, -1.1378]]}



Entry 7:
{"formula": "Br3H2PSi", "method": "the ωB97M-V functional and the def2-TZVPD basis", "e_homo_ev": [-9.2, -9.0], "homo_lumo_gap_ev": [6.66, 7.60], "elements": ["Si", "P", "Br", "Br", "Br", "H", "H"], "coordinates": [[1.9104, 0.5651, 0.6562], [-3.2935, -0.7054, -0.2172], [2.3591, -0.4323, -1.2446], [3.1691, 2.3682, 0.9201], [2.6115, -0.8968, 2.2665], [-2.3250, -0.4478, -1.2934], [-4.4317, -0.4510, -1.0876]]}



Entry 8:
{"formula": "Br3H3Si2", "method": "the ωB97M-V functional and the def2-TZVPD basis", "e_homo_ev": -9.0, "homo_lumo_gap_ev": 8.32, "elements": ["Si", "Si", "Br", "Br", "Br", "H", "H", "H"], "coordinates": [[-0.8487, 0.2387, 0.5445], [1.8581, 0.6793, -0.7112], [-2.0824, 1.9294, -0.2123], [3.1038, -1.0292, 0.0503], [2.7837, 2.5604, 0.0631], [-0.8206, 0.3354, 1.9933], [-1.4009, -0.9713, -0.0343], [2.0328, 0.6942, -2.1500]]}



Entry 9:
{"formula": "Br3H3Si2", "method": "the ωB97M-V functional and the def2-TZVPD basis", "e_homo_ev": -9.3, "homo_lumo_gap_ev": 8.40, "elements": ["Si", "Si", "Br", "Br", "Br", "H", "H", "H"], "coordinates": [[-1.4897, -1.1171, 1.4027], [2.8894, 1.5805, -1.8846], [1.3331, 2.8893, -1.0165], [1.7601, 0.7618, -3.6769], [0.5284, -0.5336, 0.3099], [-2.0238, 0.2141, 1.7121], [-0.7449, -1.8696, 2.5049], [-2.2526, -1.9254, 0.6486]]}



Entry 10:
{"formula": "BrCaO8P2Zn", "method": "the ωB97M-V functional and the def2-TZVPD basis", "total_charge": -3, "e_homo_ev": 2.0, "homo_lumo_gap_ev": 1.87, "elements": ["Ca", "Zn", "P", "O", "O", "O", "O", "P", "O", "O", "O", "O", "Br"], "coordinates": [[25.0634, 20.6282, -2.2095], [21.6858, 19.3209, 1.1417], [19.6678, 21.8771, 0.7595], [18.3291, 21.9886, 0.0647], [20.2754, 20.4669, 0.5262], [19.2109, 22.0570, 2.2253], [20.5392, 23.0239, 0.2634], [23.2191, 16.5933, 2.2724], [22.7836, 15.5354, 1.2545], [24.7601, 16.6145, 2.3266], [22.4467, 16.3173, 3.5970], [22.8409, 17.9965, 1.6582], [22.7290, 19.4155, -1.1192]]}



Entry 11:
{"formula": "BrCdH8O4", "method": "the ωB97M-V functional and the def2-TZVPD basis", "total_charge": 1, "e_homo_ev": -14.3, "homo_lumo_gap_ev": 4.65, "elements": ["Cd", "Br", "O", "H", "H", "O", "H", "H", "O", "H", "H", "O", "H", "H"], "coordinates": [[-2.7057, -1.9741, -0.9149], [-0.8237, -0.2022, -0.0081], [1.0688, -0.3427, 3.0653], [0.5267, -0.2816, 2.2726], [1.6821, 0.3996, 3.0064], [-2.8273, 2.5136, -0.4374], [-2.1529, 1.8251, -0.4208], [-3.2212, 2.4989, 0.4427], [0.9743, 1.6804, -2.4843], [1.7754, 1.1795, -2.6780], [0.3742, 1.0454, -2.0829], [1.6502, -3.1498, 0.0553], [2.4555, -2.8284, 0.4779], [1.2237, -2.3636, -0.2940]]}



Entry 12:
{"formula": "BrCl3P2", "method": "the ωB97M-V functional and the def2-TZVPD basis", "smiles": "ClP(Cl)(Cl)=PBr", "e_homo_ev": -7.8, "homo_lumo_gap_ev": 7.20, "elements": ["Cl", "P", "Cl", "Cl", "P", "Br"], "coordinates": [[-0.5689, 2.3529, -0.3022], [0.0909, 0.4525, 0.0226], [1.2898, 0.0440, -1.3608], [1.3191, 0.8249, 1.6500], [-1.6911, -0.9478, 0.1033], [-0.4398, -2.7265, -0.1128]]}



Entry 13:
{"formula": "BrClFP", "method": "the ωB97M-V functional and the def2-TZVPD basis", "e_homo_ev": [-9.1, -11.3], "homo_lumo_gap_ev": [5.35, 9.11], "elements": ["F", "P", "Cl", "Br"], "coordinates": [[-1.4526, 0.0086, 1.0272], [0.1454, -0.0319, 0.9754], [0.7003, -1.9175, -2.0537], [0.6070, 1.9408, 0.0511]]}



Entry 14:
{"formula": "BrClHIN2", "method": "the ωB97M-V functional and the def2-TZVPD basis", "e_homo_ev": [-7.3, -10.1], "homo_lumo_gap_ev": [6.43, 7.15], "spin_multiplicity": 3, "elements": ["N", "N", "Cl", "Br", "I", "H"], "coordinates": [[-2.2892, 1.5314, 0.0080], [-1.6217, 0.5700, 0.2872], [-1.4477, 3.0532, 0.2421], [3.3137, -1.6527, -0.3425], [-2.5432, -1.1985, 0.2120], [4.5880, -2.3034, -0.4068]]}



Entry 15:
{"formula": "BrClHOP", "method": "the ωB97M-V functional and the def2-TZVPD basis", "smiles": "O=PBr.Cl", "e_homo_ev": -10.7, "homo_lumo_gap_ev": 8.71, "elements": ["O", "P", "Br", "Cl", "H"], "coordinates": [[-0.2353, -0.4413, 0.1596], [-1.7004, -0.2330, 0.0651], [-2.2119, 1.8892, -0.1902], [2.7774, -0.5689, 0.0180], [1.3701, -0.6460, -0.0526]]}



For each record above, in turn, the calculated calculated total energy values are -40206.5776, -25667.8467, -163401.1657, -150893.6276, -166605.5007, -155906.5075, -227326.7929, -225933.3513, -225932.8800, -171855.8873, -82916.8975, -126188.4850, -94570.0692, -93656.5173, -93918.1575 eV.